# 1
{
  "formula": "C15H41KN4O2Si4",
  "method": "ωB97M-V/def2-TZVPD",
  "symbols": ["K", "N", "C", "C", "C", "C", "N", "C", "N", "N", "C", "O", "O", "H", "H", "H", "H", "H", "H", "H", "H", "H", "H", "H", "H", "H", "H", "C", "Si", "C", "C", "Si", "Si", "C", "C", "C", "Si", "C", "C", "C", "H", "H", "H", "H", "H", "H", "H", "H", "H", "H", "H", "H", "H", "H", "H", "H", "H", "H", "H", "H", "H", "H", "H", "H", "H", "H", "H"],
  "coordinates": [[1.20317, 2.40769, 2.25108], [5.34670, 0.66373, 0.39353], [4.14252, 0.17532, 1.06152], [4.34443, -1.21006, 1.65803], [4.41280, -2.32453, 0.61440], [3.05331, -2.81201, 0.10664], [2.19404, -1.79578, -0.49481], [2.47471, -1.15250, -1.61653], [3.47015, -1.59004, -2.41013], [1.75016, -0.11308, -1.96723], [3.47865, 1.17660, 2.02962], [3.52850, 2.38736, 1.69081], [2.78019, 0.71882, 2.96370], [6.13277, 0.57676, 1.03026], [5.21579, 1.66177, 0.25380], [3.37049, 0.10384, 0.29296], [3.53503, -1.39701, 2.36609], [5.27078, -1.20998, 2.24133], [4.88921, -3.20905, 1.04623], [5.05850, -2.00127, -0.20905], [2.47982, -3.22620, 0.93516], [3.18304, -3.62579, -0.61253], [1.45874, -1.38797, 0.07210], [4.15850, -2.20782, -2.01699], [3.79918, -0.97716, -3.13581], [1.03359, 0.29171, -1.33554], [1.91833, 0.35978, -2.83887], [-4.30487, 1.80636, 1.31902], [-2.43014, 1.78157, 1.52989], [-2.03500, 1.05574, 3.23945], [-1.95799, 3.62022, 1.64178], [-1.08965, 0.66861, -0.01697], [-1.84472, -1.53154, 0.21848], [-1.43568, -2.57109, -1.31342], [-0.95613, -2.35097, 1.68681], [-3.68423, -1.82033, 0.54595], [-2.02664, 1.32767, -2.05715], [-2.23697, 3.20474, -2.13196], [-3.70356, 0.56937, -2.48498], [-0.88556, 0.89899, -3.51645], [-4.75363, 2.33017, 2.16912], [-4.73185, 0.80141, 1.27324], [-4.60111, 2.33567, 0.40928], [-2.27377, 1.75560, 4.04563], [-0.97627, 0.78244, 3.30639], [-2.60151, 0.13742, 3.41820], [-2.51848, 4.11671, 2.43900], [-2.14773, 4.15130, 0.70717], [-0.89627, 3.74688, 1.86099], [-0.38932, -2.50093, -1.61768], [-2.04780, -2.25656, -2.16468], [-1.65972, -3.62390, -1.11535], [0.09228, -2.04906, 1.77033], [-0.99616, -3.44282, 1.62199], [-1.43142, -2.05762, 2.62713], [-4.30542, -1.35823, -0.22519], [-3.98681, -1.40470, 1.51206], [-3.90423, -2.89261, 0.56362], [-3.01468, 3.54219, -1.44189], [-2.52564, 3.52636, -3.13726], [-1.30939, 3.71838, -1.86483], [-4.44175, 0.79476, -1.71055], [-3.63574, -0.51930, -2.56660], [-4.08189, 0.95372, -3.43744], [0.04730, 1.46836, -3.45568], [-1.35579, 1.17057, -4.46615], [-0.64522, -0.16869, -3.55104]],
  "mulliken_charge": [0.89, -0.75, 1.33, -0.77, -0.41, -1.28, 0.29, 0.71, -0.47, 0.16, 0.60, -0.94, -0.90, 0.31, 0.32, -0.81, 0.31, 0.47, 0.38, 0.31, 0.49, 0.38, -0.21, 0.20, 0.23, -0.70, 0.23, -1.06, 0.66, -1.06, -0.78, 0.38, 0.35, -0.96, -0.99, -1.17, 0.05, -1.16, -1.00, -1.18, 0.38, 0.27, 0.26, 0.38, 0.25, 0.25, 0.35, 0.23, -0.03, 0.15, 0.25, 0.40, 0.05, 0.36, 0.29, 0.29, 0.25, 0.41, 0.23, 0.39, 0.30, 0.24, 0.26, 0.41, 0.18, 0.42, 0.36],
  "de_lowest_ev": 0.200,
  "lumo_energy_ha": 0.003
}

# 2
{
  "formula": "C15H41N3O9S",
  "method": "ωB97M-V/def2-TZVPD",
  "symbols": ["N", "H", "H", "H", "H", "S", "O", "O", "O", "O", "C", "C", "C", "O", "H", "H", "H", "H", "H", "H", "H", "C", "O", "C", "C", "N", "C", "C", "O", "C", "H", "H", "H", "H", "H", "H", "H", "H", "H", "H", "H", "H", "H", "H", "H", "C", "O", "C", "C", "N", "C", "C", "O", "C", "H", "H", "H", "H", "H", "H", "H", "H", "H", "H", "H", "H", "H", "H", "H"],
  "coordinates": [[0.19231, 2.51911, -0.39578], [0.20091, 2.56374, -1.40476], [0.60636, 3.41068, -0.16393], [0.61452, 1.71513, 0.04632], [-0.78635, 2.68360, -0.20799], [0.81925, 9.52235, -1.31820], [0.76581, 8.42348, -0.39913], [1.33325, 9.05559, -2.59382], [-0.55067, 10.00272, -1.48374], [1.63070, 10.64715, -0.80788], [-7.46365, 2.90362, 3.23223], [-6.03169, 2.59143, 3.09951], [-5.92749, 1.01605, 3.04787], [-5.43709, 3.05133, 1.93582], [-8.10971, 2.49439, 4.00890], [-8.02716, 2.85379, 2.30053], [-7.53643, 3.93230, 3.58525], [-5.51780, 2.92024, 4.00279], [-6.59622, 0.53629, 2.33322], [-6.10289, 0.42950, 3.94969], [-4.90842, 0.70644, 2.81607], [6.45200, -1.42657, 5.84238], [5.36599, -0.60019, 5.82609], [4.13845, -1.33932, 5.77456], [3.41522, -0.51972, 4.74565], [3.90001, -0.61861, 3.36535], [3.72005, -2.01020, 2.77639], [4.51417, -2.18679, 1.47029], [5.80417, -1.71539, 1.91359], [6.88133, -1.74524, 0.92769], [7.38485, -0.86411, 5.80340], [6.48985, -2.05754, 4.95437], [6.32152, -2.07795, 6.70654], [3.53773, -1.25072, 6.67975], [4.16983, -2.36730, 5.41350], [3.36964, 0.52992, 5.03595], [2.37534, -0.84525, 4.71718], [4.88955, -0.58673, 3.56506], [2.64494, -2.02156, 2.59717], [3.92731, -2.91315, 3.35068], [4.02090, -1.71626, 0.61977], [4.65894, -3.26425, 1.39142], [6.85645, -0.96828, 0.16361], [6.86084, -2.73537, 0.47235], [7.76499, -1.52773, 1.52764], [-1.47792, -5.67422, -3.16263], [-2.44540, -4.64534, -2.98075], [-2.52392, -3.82524, -4.18353], [-3.55367, -2.67464, -3.86663], [-3.80395, -1.78689, -5.09333], [-3.14171, -0.46824, -5.21391], [-1.59516, -0.65229, -5.13236], [-0.90158, 0.61395, -4.95829], [-0.89854, 1.45666, -6.06165], [-0.43053, -5.44059, -2.97162], [-1.44321, -6.10883, -4.16163], [-1.62527, -6.46057, -2.42232], [-2.72784, -4.34246, -5.12108], [-1.55502, -3.33378, -4.27189], [-3.27251, -2.00428, -3.05443], [-4.53183, -3.01692, -3.52877], [-4.72302, -1.82176, -5.51070], [-3.42177, 0.18664, -4.38880], [-3.41902, 0.10352, -6.09951], [-1.17022, -1.24561, -5.94198], [-1.36036, -1.11858, -4.17552], [-0.48353, 0.92832, -6.91996], [-0.26843, 2.26691, -5.69486], [-1.85720, 1.91361, -6.30719]],
  "mulliken_charge": [-0.93, 0.40, 0.46, 0.47, 0.42, 1.16, -0.70, -0.74, -0.72, -0.77, -1.35, 0.50, -1.38, -0.93, 0.37, 0.32, 0.32, 0.13, 0.30, 0.39, 0.35, -0.70, -0.34, -0.46, -0.83, -0.35, -0.49, -0.66, -0.27, -0.77, 0.26, 0.26, 0.34, 0.38, 0.35, 0.34, 0.46, 0.25, 0.45, 0.21, 0.40, 0.37, 0.29, 0.31, 0.21, -0.77, -0.35, -0.25, -0.81, -0.25, -0.65, -0.30, -0.35, -0.74, 0.30, 0.30, 0.28, 0.33, 0.21, 0.33, 0.41, 0.23, 0.29, 0.46, 0.28, 0.14, 0.31, 0.27, 0.29],
  "de_lowest_ev": 6.922,
  "lumo_energy_ha": 0.074,
  "total_charge": -2
}

# 3
{
  "formula": "C15H41N7O18",
  "method": "ωB97M-V/def2-TZVPD",
  "symbols": ["C", "N", "O", "O", "H", "H", "H", "C", "N", "O", "O", "H", "H", "H", "C", "N", "O", "O", "H", "H", "H", "C", "N", "O", "O", "H", "H", "H", "C", "N", "O", "O", "H", "H", "H", "C", "N", "O", "O", "H", "H", "H", "C", "N", "O", "O", "H", "H", "H", "C", "O", "C", "C", "O", "C", "H", "H", "H", "H", "H", "H", "H", "H", "H", "H", "C", "O", "C", "C", "O", "C", "H", "H", "H", "H", "H", "H", "H", "H", "H", "H"],
  "coordinates": [[-4.10618, -2.36113, -2.32735], [-4.74272, -1.76936, -3.51542], [-4.81194, -2.44769, -4.52897], [-5.08364, -0.63027, -3.39849], [-4.23443, -3.44909, -2.31453], [-4.51689, -1.94372, -1.39547], [-3.06041, -2.13836, -2.35131], [-4.36333, 2.04861, -2.66297], [-4.24125, 1.58412, -1.21034], [-5.24001, 1.05574, -0.70733], [-3.14452, 1.82626, -0.71883], [-3.97546, 3.08603, -2.71671], [-5.42671, 2.04511, -2.94655], [-3.75554, 1.32417, -3.18657], [-3.59668, 0.05960, 2.01748], [-2.99118, 0.03878, 3.33812], [-2.61061, 1.08254, 3.78836], [-2.79389, -1.04670, 3.84255], [-4.01760, -0.90485, 1.74585], [-2.71679, 0.21893, 1.36606], [-4.21191, 0.95778, 1.93124], [2.78026, 4.93478, 1.89722], [1.90056, 3.69307, 1.73893], [2.08862, 3.02025, 0.73157], [1.25686, 3.34343, 2.69501], [2.62956, 5.65834, 1.11797], [3.82359, 4.64455, 1.76437], [2.68304, 5.20419, 2.95199], [-1.80406, 3.92554, 2.85334], [-1.45796, 5.20973, 2.17753], [-1.98392, 6.26321, 2.57440], [-0.64708, 5.23040, 1.32186], [-1.90277, 3.15109, 2.12094], [-2.72097, 3.99854, 3.45744], [-0.97194, 3.72714, 3.52558], [-0.11087, 2.20023, -5.61555], [1.28991, 1.59484, -5.26419], [1.56957, 1.69862, -4.12131], [1.99265, 1.13335, -6.12314], [-0.16105, 3.19568, -5.24621], [-0.79243, 1.61129, -4.96015], [-0.26117, 2.02414, -6.68131], [0.50362, 1.08029, -1.06402], [-0.64088, 0.28083, -1.72013], [-1.23271, -0.57428, -1.11007], [-1.00328, 0.56323, -2.84463], [0.09054, 2.05076, -0.87163], [1.31948, 1.09391, -1.79746], [0.74149, 0.57169, -0.10618], [0.18814, -0.66946, 2.72904], [1.45605, -0.48792, 2.11010], [2.48149, -0.16087, 3.01071], [2.91243, -1.27332, 3.98665], [3.40228, -2.44995, 3.38104], [3.88933, -3.40422, 4.26860], [0.00398, 0.25908, 3.29200], [0.16860, -1.58121, 3.31549], [-0.47011, -0.78650, 1.85874], [2.14498, 0.60138, 3.71343], [3.35022, 0.08330, 2.41888], [2.03011, -1.52828, 4.59659], [3.66791, -0.82787, 4.61362], [4.82143, -3.04992, 4.77572], [4.18253, -4.28185, 3.72149], [3.22555, -3.62048, 5.07292], [-0.11596, -3.91542, -0.84037], [1.25168, -4.28264, -0.81646], [2.14324, -3.22234, -0.77887], [3.50124, -3.79743, -0.97965], [3.76636, -4.30399, -2.33159], [4.00827, -3.29872, -3.20822], [-0.46748, -3.52936, -1.83844], [-0.20757, -3.05568, -0.09301], [-0.69497, -4.80628, -0.59075], [2.14934, -2.66702, 0.16611], [1.87032, -2.45551, -1.52569], [3.58717, -4.68346, -0.32750], [4.19417, -2.99772, -0.76906], [3.15415, -2.66205, -3.44046], [4.29592, -3.71033, -4.14691], [4.77223, -2.59926, -2.79516]],
  "mulliken_charge": [-0.57, 0.93, -0.55, -0.54, 0.33, 0.20, 0.20, -0.79, 0.91, -0.53, -0.42, 0.26, 0.31, 0.25, -0.48, 0.96, -0.56, -0.56, 0.30, 0.06, 0.29, -0.87, 0.87, -0.50, -0.47, 0.29, 0.36, 0.34, -0.59, 0.94, -0.57, -0.56, 0.16, 0.33, 0.27, -0.54, 0.86, -0.49, -0.56, 0.29, 0.13, 0.30, -0.61, 0.90, -0.40, -0.52, 0.38, 0.35, -0.04, -0.74, -0.02, -0.52, -0.81, -0.17, -0.84, 0.39, 0.38, -0.08, 0.28, 0.31, 0.37, 0.45, 0.31, 0.23, 0.34, -0.33, -0.43, 0.60, -0.85, -0.37, -0.65, 0.23, 0.02, 0.30, -0.06, 0.02, 0.28, 0.46, 0.22, 0.30, 0.28],
  "smiles": "C[N+](=O)[O-].C[N+](=O)[O-].C[N+](=O)[O-].C[N+](=O)[O-].C[N+](=O)[O-].C[N+](=O)[O-].C[N+](=O)[O-].COCCOC.COCCOC",
  "lumo_energy_ha": -0.009
}

Number 1: highest occupied orbital energy -0.242 hartree. Number 2: highest occupied orbital energy 0.004 hartree. Number 3: highest occupied orbital energy -0.347 hartree.